No. 1
C3H5F2N3 | wB97M-V/def2-TZVPD

The geometry in XYZ format:
```
13
Properties=species:S:1:pos:R:3
N 0.931 1.536 1.978
C -0.002 0.835 1.473
C -0.973 0.141 0.876
N -1.239 -1.239 0.994
F -1.817 0.756 -0.001
H 1.809 1.697 1.458
H -2.056 -1.444 0.286
H -0.504 -1.804 0.711
H 0.936 0.982 -2.670
N 1.266 0.742 -1.678
C 0.816 -0.321 -1.250
F -0.182 -1.039 -1.823
H 1.014 -0.841 -0.353
```

Summary:
F_max, eV/Å: 4.19
Gap between HOMO and LUMO, eV: 8.953
Charge: 0
Energy above the lowest of the compared OMol25 structures with the same formula, charge and spin, kcal/mol: 42.7
Structure (SMILES): N=C=C(N)F.[H]/N=C\F
Spin multiplicity: 1



No. 2
C16H14F2N2OPdSTe4 | wB97M-V/def2-TZVPD

The geometry in XYZ format:
```
41
Properties=species:S:1:pos:R:3
Pd 1.143 -1.232 0.786
S -2.882 1.060 -0.375
C -1.950 2.432 0.129
C -2.255 3.787 0.047
C -1.325 4.692 0.524
C -0.116 4.258 1.080
C 0.184 2.914 1.166
C -0.742 1.990 0.682
N -0.578 0.617 0.688
C -1.593 0.006 0.172
C -1.660 -1.452 0.013
C -2.843 -2.058 -0.415
C -2.919 -3.433 -0.544
C -1.809 -4.207 -0.234
C -0.631 -3.610 0.194
C -0.534 -2.231 0.310
H -3.191 4.125 -0.376
H -1.539 5.751 0.471
H 0.590 4.989 1.452
H 1.111 2.564 1.602
H -3.717 -1.453 -0.632
H -3.839 -3.898 -0.871
H -1.861 -5.286 -0.320
H 0.216 -4.237 0.447
Te 3.824 -0.439 1.124
Te 6.450 -1.217 0.950
Te 5.816 -3.506 -0.409
Te 3.078 -3.047 0.157
F 1.462 -2.844 3.101
C 0.807 -1.732 2.677
F -0.495 -1.897 3.047
H 1.193 -0.869 3.239
C 2.063 1.665 -1.941
C 1.111 0.504 -2.002
N 0.012 0.644 -2.763
O 1.310 -0.533 -1.376
H 1.870 2.415 -2.707
H 3.079 1.286 -2.028
H 1.966 2.128 -0.958
H -0.157 1.470 -3.307
H -0.647 -0.118 -2.798
```

Summary:
F_max, eV/Å: 0.48
Gap between HOMO and LUMO, eV: 4.903
Charge: 0
Energy above the lowest of the compared OMol25 structures with the same formula, charge and spin, kcal/mol: 43.9
Spin multiplicity: 1



No. 3
C2H6IO2 | wB97M-V/def2-TZVPD

The geometry in XYZ format:
```
11
Properties=species:S:1:pos:R:3
I 5.626 -0.791 -4.339
C -0.617 -0.691 0.711
C -0.525 0.703 0.052
O -0.167 0.765 -1.301
O -1.674 -0.474 1.686
H 0.265 -1.093 1.210
H -1.061 -1.437 0.052
H 0.103 1.349 0.665
H -1.462 1.259 0.078
H 0.780 0.605 -1.324
H -1.268 -0.195 2.510
```

Summary:
F_max, eV/Å: 2.30
Gap between HOMO and LUMO, eV: 5.755
Charge: -1
Energy above the lowest of the compared OMol25 structures with the same formula, charge and spin, kcal/mol: 25.1
Spin multiplicity: 1



No. 4
C5H9GaO3 | wB97M-V/def2-TZVPD

The geometry in XYZ format:
```
18
Properties=species:S:1:pos:R:3
O 1.531 1.795 -0.681
C 0.827 0.843 -0.001
C 1.466 -0.524 -0.222
O 0.829 -1.543 0.525
C -0.248 -2.136 -0.039
C -1.193 -2.744 0.690
O -0.538 0.778 -0.406
C -1.312 1.908 -0.094
Ga 1.950 3.225 -0.480
H 0.821 1.056 1.091
H 2.508 -0.481 0.115
H 1.455 -0.761 -1.298
H -0.361 -1.987 -1.118
H -1.077 -2.883 1.766
H -2.063 -3.156 0.181
H -1.022 2.779 -0.703
H -2.360 1.665 -0.301
H -1.215 2.168 0.975
```

Summary:
F_max, eV/Å: 13.01
Gap between HOMO and LUMO (spin up / spin down), eV: 7.174 / 6.377
Charge: +2
Energy above the lowest of the compared OMol25 structures with the same formula, charge and spin, kcal/mol: 52.9
Spin multiplicity: 1



No. 5
C3H2S2 | wB97M-V/def2-TZVPD

The geometry in XYZ format:
```
7
Properties=species:S:1:pos:R:3
C 1.034 0.955 0.004
C -0.225 -1.711 0.005
C -0.160 1.188 0.016
S -1.812 1.168 0.021
S -1.675 -1.199 -0.093
H 2.046 0.822 -0.252
H 0.793 -1.222 0.300
```

Summary:
F_max, eV/Å: 2.18
Gap between HOMO and LUMO, eV: 8.241
Charge: 0
Energy above the lowest of the compared OMol25 structures with the same formula, charge and spin, kcal/mol: 53.9
Spin multiplicity: 1



No. 6
C3H3NS2 | wB97M-V/def2-TZVPD

The geometry in XYZ format:
```
9
Properties=species:S:1:pos:R:3
C 1.249 1.330 0.254
C -0.269 -0.488 -0.027
C -1.554 -0.871 -0.202
N 0.090 0.823 0.184
S 2.839 0.662 -0.055
S 0.808 -1.801 0.151
H 1.112 2.463 0.095
H -1.815 -1.829 -0.303
H -2.459 -0.290 -0.097
```

Summary:
F_max, eV/Å: 3.89
Gap between HOMO and LUMO (spin up / spin down), eV: 6.657 / 6.549
Charge: 0
Energy above the lowest of the compared OMol25 structures with the same formula, charge and spin, kcal/mol: 67.0
Spin multiplicity: 1



Q: Which formula does entry 2 have?
A: C16H14F2N2OPdSTe4



Q: Among the records above, which one has the lowest F_max?
A: C16H14F2N2OPdSTe4



Q: charge of number 1 (C3H5F2N3)?
A: 0